(1)
ORCA calculation (wB97M-V/def2-TZVPD) on a 7-piece molecular cluster, C20H44NO14P overall at a distorted geometry.

Atoms and positions in Å:
N 0.9582 0.8578 0.6824
H 0.5570 1.5625 0.0927
H 0.7055 0.9808 1.6012
H 1.9415 0.7081 0.4674
H 0.4001 -0.1083 0.4992
P 1.8242 -1.6438 2.4345
O 2.1842 -1.5864 1.0285
O 2.5358 -2.8393 3.0956
O 0.2687 -1.6136 2.6064
O 2.3755 -0.4430 2.9184
O -0.4331 -4.5485 -1.6677
C -1.2440 -3.7785 -1.1204
O -2.5175 -3.6258 -1.5362
C -2.9362 -4.2506 -2.8519
C -4.4824 -4.2097 -2.8256
C -0.8532 -3.0995 0.2469
H -2.5114 -5.2840 -2.9937
H -2.3034 -3.8007 -3.5942
H -4.9397 -4.8469 -3.4395
H -4.7565 -3.2342 -3.1065
H -5.0819 -4.6888 -2.0074
H 0.1359 -2.7404 0.3061
H -0.7778 -3.7964 1.1401
H -1.5631 -2.3395 0.5686
O -1.0984 2.8856 5.8098
C -0.8180 2.1206 4.8892
O -0.7510 2.4566 3.5870
C -1.1778 3.7660 3.0601
C -1.1475 3.7505 1.4810
C -0.2535 0.7024 5.0722
H -0.5828 4.3666 3.4692
H -2.1740 4.0567 3.3941
H -1.8470 3.1633 1.2708
H -0.2178 3.2371 1.1397
H -1.4229 4.8127 1.1716
H 0.6985 0.7469 4.4426
H -0.9498 -0.1803 4.7441
H -0.0446 0.6699 6.2496
O 1.5252 1.3551 -2.2415
C 0.6618 0.5551 -2.6557
O -0.2251 0.9807 -3.5216
C -0.2546 2.3711 -3.8506
C -1.3429 2.5548 -4.8578
C 0.5960 -0.9194 -2.4366
H 0.6587 2.6766 -4.3663
H -0.4288 2.9880 -2.9041
H -2.2102 2.0514 -4.4804
H -0.9991 2.0846 -5.6430
H -1.7634 3.5785 -5.0209
H -0.4176 -1.2111 -2.3892
H 0.7905 -1.1507 -1.5170
H 1.0117 -1.4106 -3.2892
O 6.5492 -0.4976 -2.0596
C 5.5596 -0.3588 -1.2824
O 5.5256 0.5341 -0.1970
C 6.7420 1.1009 0.2467
C 6.3615 1.5842 1.6364
C 4.2118 -0.7917 -1.7188
H 6.9378 2.0421 -0.1528
H 7.5692 0.4831 0.2132
H 6.1034 0.7798 2.2564
H 5.6217 2.0921 1.6791
H 7.1787 2.0157 2.2012
H 3.7587 -1.0943 -0.6259
H 4.3092 -1.7810 -2.3985
H 3.5137 -0.0183 -2.1476
O -1.8033 0.5587 -0.7710
C -2.8957 0.1776 -0.5736
O -3.3419 -0.2692 0.6532
C -2.5979 -0.0431 1.7607
C -3.5608 0.0072 2.9536
C -3.7935 -0.1924 -1.7199
H -2.0901 0.8107 1.7379
H -1.8596 -0.7897 1.8208
H -4.1468 0.8263 2.7051
H -3.1222 0.1069 3.8698
H -4.0281 -1.1329 3.0758
H -3.5909 -1.1325 -2.2094
H -3.5874 0.5150 -2.5899
H -4.8259 -0.2229 -1.5154

The energy above the lowest of the compared OMol25 structures with the same formula, charge and spin is 0.00 kJ/mol. For the total energy, the calculation gives -60890.365 eV. Its charge is -2. The value obtained for the HOMO energy is 1.531 eV.

(2)
ORCA calculation (wB97M-V/def2-TZVPD) on a 7-piece molecular cluster, C20H44NO14S overall at a distorted geometry.

Atoms and positions in Å:
N -0.4639 0.6026 -0.5534
H 0.5701 0.4066 -0.1674
H -0.9719 -0.2084 -0.7324
H -0.4649 1.1176 -1.2274
H -0.8839 0.9826 0.2876
S -3.3019 2.2306 -1.0514
O -2.1519 3.0646 -1.3284
O -2.9689 1.0526 -1.7114
O -3.3489 1.9526 0.3786
O -4.5239 2.7956 -1.6264
O 1.6181 2.2786 0.7046
C 1.5281 3.5006 0.9736
O 2.5511 4.2226 1.6156
C 3.5961 3.3866 2.1636
C 4.3631 4.4456 3.0336
C 0.3321 4.3006 0.9086
H 4.1121 3.0346 1.4736
H 3.3671 2.6516 2.8256
H 4.7161 5.3036 2.4166
H 5.2351 3.9606 3.3926
H 3.6911 4.9496 3.7926
H -0.3299 4.1036 0.0626
H 0.7891 5.2146 0.5116
H -0.2179 4.3356 1.7446
O 0.3361 0.1746 -5.2684
C 0.4441 1.0986 -4.3024
O 1.4291 1.2716 -3.4034
C 2.7121 0.6156 -3.5424
C 3.7401 1.1046 -2.5124
C -0.7119 2.0826 -4.1084
H 3.1001 0.7296 -4.5884
H 2.3251 -0.5414 -3.5894
H 4.6201 0.6356 -2.6664
H 3.4001 0.8016 -1.5414
H 3.7801 2.1966 -2.7294
H -0.8299 2.5866 -4.9614
H -0.4719 2.7146 -3.2404
H -1.5899 1.5426 -4.0414
O -0.1849 0.7106 4.6696
C -0.4569 0.6946 3.5046
O 0.3581 0.1086 2.6606
C 1.5681 -0.5144 2.9906
C 2.1051 -1.2554 1.6876
C -1.7399 1.1896 2.8766
H 1.3741 -1.2604 3.9096
H 2.3451 0.2216 3.4846
H 1.3351 -2.0464 1.4746
H 2.8831 -1.7614 1.9356
H 2.4431 -0.3194 1.1376
H -2.3559 0.3926 2.2226
H -1.5359 2.2206 2.3336
H -2.4329 1.3166 3.7266
O -1.0289 -1.8744 0.9066
C -2.1679 -2.3204 1.2856
O -2.3789 -3.1104 2.3456
C -1.2159 -3.5274 3.0846
C -1.6779 -4.3864 4.2666
C -3.3989 -1.7514 0.8566
H -0.5989 -2.6064 3.2726
H -0.6489 -4.1924 2.4816
H -0.6389 -4.6864 4.8366
H -2.3319 -5.1594 4.0586
H -2.2499 -3.8314 4.9776
H -3.4569 -1.4304 -0.3654
H -3.7689 -0.9234 1.4956
H -4.2949 -2.3454 0.6736
O 0.5931 -2.1244 -1.8954
C -0.0029 -3.1564 -2.0644
O -1.1389 -3.3214 -2.7854
C -1.6679 -2.2994 -3.6094
C -2.9479 -2.6894 -4.2624
C 0.4291 -4.4294 -1.5184
H -0.8299 -1.9344 -4.2694
H -1.8229 -1.4524 -3.0274
H -3.4219 -1.8214 -4.8024
H -3.4519 -3.0934 -3.4044
H -2.7109 -3.7104 -4.7304
H 1.0101 -4.9744 -2.1454
H -0.2359 -5.0974 -0.9094
H 1.2291 -4.1484 -0.7604

The energy above the lowest of the compared OMol25 structures with the same formula, charge and spin is 0.00 kJ/mol. For the total energy, the calculation gives -62438.210 eV. Its charge is -1. The value obtained for the HOMO energy is -3.354 eV.

(3)
ORCA calculation (wB97M-V/def2-TZVPD) on a 3-piece molecular cluster, C20H44O13P2S overall at a distorted geometry.

Atoms and positions in Å:
O 0.4393 -11.5385 2.9437
C -0.6731 -10.7962 3.0161
C -0.8498 -9.3223 3.7870
C -2.2568 -8.7158 3.2039
C -2.2376 -7.2133 2.4724
C -1.5396 -6.0486 3.3887
C 0.0951 -5.9888 3.3264
C 0.7622 -6.4643 1.9073
S 0.3171 -5.4082 0.4251
O 1.6552 -4.8096 -0.1512
O -0.6581 -4.2422 0.7214
O -0.2819 -6.4605 -0.8018
C -2.3916 -9.6906 1.8588
O -2.0204 -11.0354 2.3997
H -0.8456 -9.4340 4.9756
H 0.1511 -8.7877 3.4183
H -3.2753 -8.9627 3.7628
H -3.3908 -6.9175 2.3854
H -1.8507 -7.2658 1.3588
H -1.8205 -6.3009 4.5210
H -2.0752 -5.0071 3.1735
H 0.6369 -6.5441 4.2336
H 0.3923 -4.8405 3.4630
H 0.4812 -7.5809 1.6270
H 1.9418 -6.3852 2.0349
H -1.2719 -6.6439 -0.6594
H -3.3981 -9.6743 1.2621
H -1.4088 -9.4398 1.2297
C 0.9845 -2.5222 -2.3191
C 1.8041 -1.8087 -3.3752
O 1.3069 -0.5069 -3.6218
P 1.5424 0.6695 -2.4784
O 3.0771 0.7344 -2.6725
O 1.1939 1.9724 -3.4520
C 2.1598 2.9828 -3.6924
C 2.9327 2.6893 -4.9665
O -0.1724 0.5970 -2.2615
C -0.6383 0.3760 -0.9403
C 0.0749 1.2210 0.0976
H 1.1496 -2.0710 -1.3380
H 1.2657 -3.5783 -2.2561
H -0.0852 -2.4516 -2.5396
H 2.8599 -1.7712 -3.0894
H 1.7404 -2.3620 -4.3167
H 2.8242 3.1047 -2.8308
H 1.6225 3.9296 -3.8102
H 3.3714 1.6859 -4.9612
H 3.7351 3.4187 -5.1086
H 2.2668 2.7316 -5.8337
H -0.5492 -0.6858 -0.6984
H -1.7058 0.6204 -0.9325
H 1.1236 0.9249 0.1932
H -0.3971 1.1036 1.0779
H 0.0582 2.2791 -0.1823
C -0.6749 8.5351 2.9355
C -1.1873 7.2283 2.3646
O -1.4219 7.3302 0.9726
P -0.1233 7.4039 -0.0544
O 0.3381 5.9506 0.2145
O -0.9521 7.0613 -1.4554
C -0.6263 5.9230 -2.2362
C -1.5015 4.7433 -1.8502
O -0.6388 9.0277 -0.3550
C 0.3289 10.0477 -0.1691
C 1.6791 9.7124 -0.7729
H 0.3426 8.7305 2.5891
H -0.6578 8.5016 4.0295
H -1.3000 9.3744 2.6152
H -0.4931 6.4101 2.5803
H -2.1426 6.9784 2.8352
H 0.4393 5.6839 -2.1574
H -0.8132 6.1791 -3.2843
H -1.4645 4.5362 -0.7755
H -1.1951 3.8420 -2.3886
H -2.5486 4.9521 -2.0895
H 0.4279 10.2622 0.8978
H -0.0642 10.9522 -0.6451
H 2.1502 8.8781 -0.2449
H 2.3524 10.5726 -0.7085
H 1.5749 9.4181 -1.8221

For the total energy, the calculation gives -77474.451 eV. Its SMILES is O=C1C[C@@H](CCCCS(=O)(=O)O)CO1.CCOP(=O)(OCC)OCC.CCOP(=O)(OCC)OCC. The value obtained for the HOMO energy is -9.318 eV.